Below is a molecular structure, C3H7IN2, with properties calculated with ωB97M-V/def2-TZVPD.

Positions of all 13 atoms, in Å:
C: -1.089 0.620 1.783
C: 0.199 0.112 -1.618
C: 0.976 -0.027 -0.331
N: -1.130 -0.435 1.220
N: 0.501 -0.906 0.626
I: 0.338 -2.890 0.314
H: -1.933 1.024 2.207
H: -0.232 1.251 1.743
H: 0.521 0.683 -2.365
H: -0.279 -0.791 -2.136
H: -0.754 0.738 -1.274
H: 2.067 -0.284 -0.435
H: 0.813 0.906 0.265

Calculated values
**HOMO**: -8.4 eV
**Max |F|**: 6.764 eV/A
**Gap between HOMO and LUMO**: 8.7 eV

Below is a molecular structure, C5H4ClO2, with properties calculated with ωB97M-V/def2-TZVPD.

Positions of all 12 atoms, in Å:
C: 0.809 0.763 1.145
C: 1.370 -0.426 0.976
C: -2.283 -0.075 -0.755
C: 0.381 0.965 -0.211
C: 0.766 -0.487 -0.397
O: -2.894 0.850 -1.167
O: -2.092 -1.146 -0.321
Cl: 2.193 -0.575 -1.692
H: 0.643 1.546 1.993
H: 1.877 -1.206 1.514
H: -0.801 1.034 -0.388
H: 0.033 -1.242 -0.696

Calculated values
**Charge**: -1
**HOMO**: -2.1 eV
**Max |F|**: 4.162 eV/A
**Gap between HOMO and LUMO**: 5.6 eV

Below is a molecular structure, C30H36N6O11P2STi, with properties calculated with ωB97M-V/def2-TZVPD.

Positions of all 87 atoms, in Å:
Ti: -0.374 0.068 0.529
C: 3.337 -6.545 -1.531
C: 2.536 -5.512 -2.309
N: 2.902 -4.138 -1.998
C: 2.454 -3.437 -0.944
S: 1.169 -4.125 0.026
N: 2.999 -2.284 -0.670
N: 2.378 -1.703 0.409
C: 2.971 -0.693 0.927
C: 4.276 -0.118 0.467
C: 2.327 -0.153 2.143
C: 3.088 0.343 3.196
C: 2.476 0.710 4.379
C: 1.101 0.581 4.497
C: 0.398 0.147 3.394
N: 0.984 -0.196 2.234
H: 2.986 -7.550 -1.767
H: 4.396 -6.488 -1.786
H: 3.233 -6.391 -0.457
H: 2.677 -5.646 -3.382
H: 1.466 -5.627 -2.125
H: 3.704 -3.731 -2.455
H: 4.604 -0.627 -0.433
H: 4.170 0.949 0.259
H: 5.052 -0.235 1.225
H: 4.161 0.400 3.098
H: 3.070 1.080 5.204
H: 0.573 0.832 5.405
H: -0.681 0.088 3.418
C: 0.558 4.095 2.230
C: -0.331 3.954 1.000
O: -0.645 5.239 0.514
P: -1.827 2.936 1.290
O: -2.791 3.175 0.193
O: -2.365 3.306 2.728
O: -1.123 1.569 1.408
P: 0.603 3.064 -0.328
O: 1.903 3.901 -0.678
O: -0.340 3.290 -1.551
O: 0.993 1.637 0.006
H: -0.018 4.510 3.055
H: 1.374 4.785 2.010
H: 0.968 3.131 2.539
H: -1.431 5.164 -0.047
H: -2.806 1.898 -0.835
H: -3.321 3.189 2.795
H: 2.643 3.782 -0.075
O: -3.668 0.641 1.624
C: -3.213 -0.468 1.754
N: -1.942 -0.917 1.319
C: -1.716 -2.196 1.859
O: -0.651 -2.765 1.827
C: -2.973 -2.655 2.508
C: -3.285 -3.856 3.115
C: -4.566 -3.980 3.640
C: -5.484 -2.932 3.562
C: -5.152 -1.724 2.960
C: -3.879 -1.616 2.435
H: -2.563 -4.659 3.174
H: -4.862 -4.904 4.118
H: -6.472 -3.067 3.982
H: -5.856 -0.904 2.900
C: 0.362 4.482 -3.539
C: -0.002 3.116 -3.009
C: 1.109 2.111 -3.082
C: 0.812 0.849 -2.811
C: 1.795 -0.268 -2.927
C: -0.650 0.538 -2.600
C: -1.080 -0.632 -1.797
O: -0.153 -1.118 -0.890
C: -1.523 1.251 -3.604
C: -2.641 0.552 -4.301
C: -1.226 2.543 -3.704
H: 1.234 4.882 -3.025
H: -0.473 5.172 -3.420
H: 0.589 4.397 -4.603
H: 2.109 2.435 -3.341
H: 2.773 0.127 -3.200
H: 1.480 -0.963 -3.712
H: 1.896 -0.844 -2.013
H: -1.903 -1.279 -2.081
H: -3.404 0.236 -3.590
H: -2.274 -0.338 -4.818
H: -3.106 1.208 -5.035
H: -1.808 3.211 -4.327
O: -2.722 1.032 -1.321
N: -1.390 0.678 -1.231

Calculated values
**Charge**: +1
**HOMO (alpha / beta)**: -10.6 / -10.5 eV
**<S²>**: 0.753
**Spin multiplicity**: 2
**Max |F|**: 0.697 eV/A
**Gap between HOMO and LUMO (alpha / beta)**: 6.8 / 6.5 eV

The records above give, respectively, relative energy (zero: lowest compared OMol25 entry of this formula, charge and spin) values of 102.4, 58.8, 63.7 kcal/mol.
The records above give, respectively, molecular weight values of 198.007, 131.538, 798.531 g/mol.